A structure of composition C14H20Cl3N3O3S in a non-equilibrium geometry. Source: OMol25; level of theory: ωB97M-V/def2-TZVPD.

```
44
Properties=species:S:1:pos:R:3:lowdin_charge:R:1
C -1.96 -2.89 1.52 -0.117
C -1.33 -1.63 0.78 -0.208
C -0.28 -1.81 -0.33 -0.164
C 0.91 -2.52 0.21 -0.318
H 1.19 -2.10 0.97 0.032
H 0.64 -3.61 0.60 0.189
C 1.89 -2.60 -0.64 -0.152
C 2.26 -1.04 -1.38 -0.398
O 2.05 -0.62 -2.48 0.081
N 2.82 -0.31 -0.28 0.098
H 2.85 -0.44 0.68 0.064
C 2.84 1.25 -0.54 -0.514
N 2.05 1.74 0.24 0.000
C 0.68 2.01 0.17 -0.258
C -0.20 2.23 1.07 -0.076
C -1.63 2.25 1.15 0.014
C -2.05 1.84 -0.17 -0.285
C -1.31 1.64 -1.21 -0.048
C 0.20 1.75 -1.18 0.117
H 0.69 1.43 -1.84 -0.028
H -1.77 1.49 -2.34 0.185
S -3.97 2.09 -0.28 0.471
O -4.48 2.78 0.72 -0.188
O -4.24 2.43 -1.61 -0.302
N -4.19 0.51 -0.53 -0.144
H -4.72 0.19 0.48 0.160
H -4.55 -0.22 -1.14 0.091
H -2.19 2.70 1.80 0.041
H 0.16 2.43 2.27 0.179
H 2.32 1.96 1.40 0.221
C 4.39 1.68 -0.13 -1.579
Cl 5.50 0.65 -1.21 0.547
Cl 4.73 1.24 1.65 0.535
Cl 4.57 3.18 -0.35 0.835
H 2.75 1.29 -1.50 0.078
H 2.93 -2.72 -0.36 0.103
H 1.70 -3.04 -1.86 0.201
H -0.22 -0.94 -0.54 -0.025
H -0.88 -2.53 -1.04 0.176
H -2.43 -0.95 0.43 0.158
H -0.96 -1.05 1.70 0.113
H -2.57 -3.49 0.92 0.036
H -1.32 -3.46 2.00 -0.002
H -2.85 -2.79 2.17 0.079
```

Output
* relative energy (zero: lowest compared OMol25 entry of this formula, charge and spin): 400.6 kcal per mole
* gap between HOMO and LUMO: 8.455 eV



A structure of composition C14H20F3NPtS4. Source: OMol25; level of theory: ωB97M-V/def2-TZVPD.

```
43
Properties=species:S:1:pos:R:3:lowdin_charge:R:1
Pt 0.23 0.68 -0.48 0.570
C 0.46 -2.52 -1.23 -0.484
C -0.22 -1.92 -2.47 -0.426
S -0.93 -0.21 -2.29 0.855
C -0.10 0.64 -3.67 -0.473
C 1.37 0.94 -3.41 -0.452
S 1.40 1.99 -1.94 0.868
C 3.06 1.83 -1.22 -0.453
C 2.92 2.27 0.22 -0.470
S 1.73 1.28 1.18 0.858
C 2.69 -0.28 1.49 -0.428
C 2.04 -1.57 1.00 -0.479
S 1.89 -1.51 -0.80 0.887
H 0.80 -3.53 -1.48 0.101
H -0.21 -2.58 -0.39 0.058
H -1.06 -2.55 -2.76 0.098
H 0.48 -1.89 -3.31 0.090
H -0.68 1.55 -3.82 0.097
H -0.22 0.02 -4.57 0.110
H 1.80 1.48 -4.25 0.112
H 1.96 0.04 -3.22 0.070
H 3.74 2.50 -1.75 0.112
H 3.40 0.81 -1.34 0.066
H 2.56 3.29 0.31 0.096
H 3.89 2.22 0.74 0.109
H 2.82 -0.31 2.57 0.098
H 3.67 -0.14 1.04 0.093
H 1.06 -1.72 1.46 0.083
H 2.69 -2.40 1.28 0.100
F -5.71 -0.36 2.97 0.185
C -4.60 -0.06 3.63 -0.610
F -4.35 -1.04 4.50 0.183
F -4.81 1.06 4.32 0.180
C -3.44 0.09 2.67 -0.056
C -2.72 1.27 2.58 0.059
C -1.67 1.34 1.68 -0.103
N -1.33 0.30 0.90 -0.147
C -2.04 -0.84 0.99 -0.098
C -3.09 -0.98 1.86 0.054
H -2.97 2.12 3.19 0.142
H -1.10 2.24 1.57 0.105
H -1.75 -1.65 0.35 0.092
H -3.64 -1.91 1.91 0.147
```

Output
* relative energy (zero: lowest compared OMol25 entry of this formula, charge and spin): 3.3 kcal per mole
* gap between HOMO and LUMO: 7.535 eV
* charge: +2



A structure of composition C14H20MnN2O6. Source: OMol25; level of theory: ωB97M-V/def2-TZVPD.

```
43
Properties=species:S:1:pos:R:3:lowdin_charge:R:1
Mn -0.49 0.85 1.49 1.037
O 1.96 2.29 4.24 0.087
C 1.64 1.65 3.26 -0.586
O 0.55 0.92 3.14 -0.157
C 2.57 1.60 2.05 -0.094
C 2.57 0.22 1.39 -0.244
C 3.81 0.03 0.51 -0.091
C 3.46 0.96 -0.69 -0.090
C 2.09 1.49 -0.30 -0.237
O 1.51 0.34 0.39 -0.157
C 2.19 2.53 0.82 -0.092
C 0.90 3.34 0.93 -0.588
O 0.95 4.54 1.10 0.082
O -0.20 2.65 0.75 -0.153
H 3.56 1.86 2.42 0.151
H 2.34 -0.60 2.06 0.156
H 4.71 0.33 1.03 0.118
H 3.92 -1.00 0.20 0.111
H 4.18 1.77 -0.83 0.119
H 3.41 0.39 -1.63 0.111
H 1.44 1.78 -1.13 0.159
H 2.98 3.25 0.63 0.151
C -4.54 -0.06 -0.45 -0.005
N -3.39 -0.87 -0.85 -0.059
C -3.60 -1.70 -2.04 -0.146
C -2.43 -2.62 -2.30 -0.145
C -1.17 -1.82 -2.07 -0.140
N -1.12 -1.37 -0.68 -0.077
C -0.24 -2.13 0.21 -0.025
C -2.25 -0.81 -0.15 -0.458
O -2.22 -0.21 0.95 -0.053
H -4.92 0.48 -1.32 0.096
H -4.23 0.66 0.31 0.091
H -5.33 -0.69 -0.04 0.099
H -3.75 -1.03 -2.90 0.130
H -4.52 -2.26 -1.90 0.128
H -2.48 -3.00 -3.32 0.121
H -2.45 -3.48 -1.62 0.122
H -1.16 -0.95 -2.72 0.134
H -0.26 -2.39 -2.27 0.127
H 0.78 -2.06 -0.15 0.089
H -0.53 -3.17 0.28 0.101
H -0.26 -1.72 1.21 0.075
```

Output
* relative energy (zero: lowest compared OMol25 entry of this formula, charge and spin): 0.0 kcal per mole
* multiplicity: 6
* ⟨S²⟩: 8.7553
* gap between HOMO and LUMO (spin up / spin down): 8.532 / 8.664 eV



A cluster of 2 separate species, C14H20N2O in total in a non-equilibrium geometry. Source: OMol25; level of theory: ωB97M-V/def2-TZVPD.

```
37
Properties=species:S:1:pos:R:3:lowdin_charge:R:1
C -3.12 -1.58 -0.28 -0.159
C -2.19 -2.39 -1.16 -0.092
C -3.13 0.85 -0.24 -0.118
C -1.23 -1.55 2.20 0.017
C -1.92 -0.31 1.55 -0.459
O -2.03 0.61 2.35 0.030
N -2.28 -0.28 0.15 -0.072
H -3.92 -1.15 -1.05 0.145
H -3.47 -1.99 0.58 0.057
H -1.39 -2.72 -0.50 0.056
H -1.66 -1.76 -1.68 0.000
H -3.07 1.77 0.52 0.128
H -0.39 -1.72 1.56 0.056
H -2.59 -3.38 -1.62 0.120
H -3.21 1.05 -1.25 0.047
H -4.20 0.72 0.05 0.079
H -1.08 -1.52 3.25 0.073
H -1.92 -2.37 1.80 0.084
C 1.58 3.38 -1.39 -0.078
C 2.67 0.52 0.62 -0.241
C 2.11 0.96 -0.60 -0.173
C 2.02 2.37 -0.48 -0.278
C 2.55 2.71 0.80 -0.031
C 3.00 -0.83 0.83 -0.045
C 2.61 -1.66 -0.14 -0.152
C 1.90 -1.34 -1.33 -0.075
C 1.64 0.07 -1.51 -0.026
N 2.93 1.54 1.47 0.070
H 3.74 -1.09 1.54 0.102
H 2.80 -2.76 -0.03 0.107
H 3.59 1.42 2.28 0.185
H 1.52 -2.30 -1.71 0.093
H 2.60 3.80 1.08 0.133
H 1.16 0.28 -2.54 0.132
H 1.29 4.33 -0.88 0.099
H 0.77 2.94 -2.00 0.079
H 2.31 3.38 -2.24 0.102
```

Output
* relative energy (zero: lowest compared OMol25 entry of this formula, charge and spin): 110.9 kcal per mole
* gap between HOMO and LUMO: 8.521 eV